# C43H42GeN9O2SSn

C43H42GeN9O2SSn as an isolated structure (wB97M-V/def2-TZVPD, the Open Molecules 2025 dataset).

Computed properties:
**Orbital gap**: 6.611 eV

```
! RIJCOSX wB97M-V def2-TZVPD def2/J DEFGRID3
* xyz 1 1
Sn -1.048 0.873 0.235
O -0.560 2.865 4.049
C -0.353 2.356 2.948
N -0.992 1.313 2.392
C -2.040 0.693 3.199
C -3.366 0.756 2.488
C -4.578 0.893 3.152
C -5.747 0.931 2.412
C -5.678 0.841 1.026
C -4.436 0.709 0.441
N -3.311 0.658 1.159
C 0.765 2.931 2.098
C 1.607 3.897 2.632
C 2.633 4.390 1.842
C 2.767 3.923 0.540
C 1.868 2.975 0.086
N 0.898 2.480 0.855
H -2.100 1.174 4.173
H -1.800 -0.368 3.351
H -4.592 0.977 4.233
H -6.704 1.041 2.906
H -6.568 0.878 0.413
H -4.319 0.646 -0.636
H 1.431 4.228 3.646
H 3.318 5.135 2.231
H 3.549 4.289 -0.112
H 1.917 2.599 -0.933
N 2.553 -0.298 1.642
C 3.083 -0.371 0.414
N 4.398 -0.267 0.314
C 4.874 -0.361 -0.925
N 6.196 -0.429 -1.085
N 4.116 -0.344 -2.044
C 2.821 -0.436 -1.858
N 2.232 -0.573 -0.641
C 1.972 -0.305 -3.081
C 2.543 -0.415 -4.345
C 1.736 -0.199 -5.448
C 0.406 0.133 -5.249
C -0.064 0.226 -3.948
N 0.698 0.004 -2.884
H 3.182 -0.089 2.398
H 1.567 -0.130 1.754
H 6.788 -0.411 -0.274
H 6.587 -0.460 -2.009
H 3.591 -0.658 -4.439
H 2.142 -0.280 -6.448
H -0.257 0.319 -6.085
H -1.098 0.491 -3.746
C -0.413 -1.435 0.989
Ge 0.833 -2.238 -0.239
C 0.025 -2.977 -1.836
C -1.131 -2.368 -2.333
C -1.878 -2.967 -3.334
C -1.472 -4.190 -3.858
C -0.333 -4.811 -3.367
C 0.404 -4.218 -2.350
C 2.439 -3.242 0.220
C 2.733 -3.593 1.536
C 3.905 -4.277 1.835
C 4.787 -4.622 0.820
C 4.502 -4.277 -0.496
C 3.335 -3.585 -0.795
C -1.548 -2.390 1.300
C -1.437 -3.285 2.375
C -2.471 -4.143 2.719
C -3.651 -4.143 1.986
C -3.782 -3.273 0.914
C -2.746 -2.407 0.581
H 0.163 -1.325 1.914
H -1.428 -1.403 -1.936
H -2.783 -2.492 -3.694
H -2.049 -4.661 -4.645
H -0.023 -5.768 -3.769
H 1.265 -4.738 -1.952
H 2.044 -3.335 2.333
H 4.130 -4.539 2.862
H 5.695 -5.162 1.055
H 5.186 -4.551 -1.291
H 3.137 -3.297 -1.823
H -0.517 -3.296 2.951
H -2.356 -4.817 3.558
H -4.457 -4.820 2.242
H -4.700 -3.258 0.337
H -2.874 -1.727 -0.249
O -2.432 3.119 -0.328
S -3.046 4.477 -0.060
C -2.157 5.638 -1.161
C -1.433 6.656 -0.282
C -0.987 5.881 0.956
C -2.239 5.153 1.426
H -2.870 6.079 -1.856
H -1.467 4.994 -1.706
H -2.119 7.454 0.009
H -0.597 7.114 -0.809
H -0.580 6.529 1.733
H -0.216 5.154 0.684
H -2.953 5.838 1.891
H -2.065 4.314 2.100
*
```

***

# C3H37O16

A 16-piece molecular cluster, C3H37O16 overall (wB97M-V/def2-TZVPD, the Open Molecules 2025 dataset).

Computed properties:
**Orbital gap**: 8.588 eV

```
! RIJCOSX wB97M-V def2-TZVPD def2/J DEFGRID3
* xyz -1 1
C -12.754 19.802 2.735
C -11.382 20.038 2.150
C -10.423 20.768 3.116
O -10.749 18.780 1.852
H -12.655 19.170 3.624
H -13.392 19.242 2.091
H -13.341 20.658 3.006
H -11.436 20.556 1.197
H -10.298 20.425 4.073
H -10.644 21.791 3.286
H -9.450 20.831 2.696
O -9.455 22.893 -0.418
H -8.770 23.376 0.007
H -9.863 22.344 0.253
O -10.754 17.176 4.218
H -9.934 16.652 4.249
H -10.714 17.516 3.328
O -15.472 17.316 2.958
H -16.221 16.825 2.569
H -15.214 17.853 2.223
O -7.148 20.375 4.367
H -7.971 20.233 4.841
H -6.452 20.067 4.922
O -14.892 17.208 0.197
H -15.431 17.470 -0.563
H -13.974 17.531 0.070
O -14.468 17.724 5.429
H -15.257 17.686 5.915
H -14.815 17.592 4.541
O -8.409 18.099 2.801
H -8.033 18.644 3.463
H -9.146 18.580 2.436
O -7.220 22.901 1.162
H -7.265 21.944 0.918
H -7.337 22.862 2.102
O -9.640 19.728 -0.417
H -10.093 19.089 -0.973
H -10.107 19.517 0.386
O -8.792 18.468 5.702
H -7.953 18.110 5.520
H -9.432 18.209 5.063
O -12.381 19.359 6.186
H -13.082 18.871 5.769
H -11.932 19.560 5.411
O -12.089 20.837 -1.870
H -12.397 20.145 -1.252
H -11.289 21.255 -1.537
O -9.605 16.330 0.397
H -9.910 17.146 0.918
H -10.444 16.024 0.056
O -12.505 18.307 -0.289
H -11.895 17.731 -0.761
H -12.045 18.345 0.540
O -12.954 16.135 2.960
H -13.730 16.654 2.797
H -12.413 16.679 3.529
*
```

***

# C4H12NOS

A 2-piece molecular cluster, C4H12NOS overall (wB97M-V/def2-TZVPD, the Open Molecules 2025 dataset).

Computed properties:
**Orbital gap**: 6.471 eV

```
! RIJCOSX wB97M-V def2-TZVPD def2/J DEFGRID3
* xyz -1 1
C 2.125 0.832 0.818
N 1.459 0.158 -0.293
C -0.016 0.370 -0.296
C -0.761 -0.835 -0.753
S -2.588 -0.672 -0.399
C -0.459 1.692 -1.020
H 1.424 1.342 1.498
H 2.675 0.125 1.452
H 2.916 1.489 0.419
H 1.751 0.448 -1.218
H -0.324 0.547 0.755
H -0.710 -0.916 -1.859
H -0.442 -1.821 -0.371
H 0.213 2.530 -0.721
H -1.445 1.836 -0.563
H -0.570 1.456 -2.093
H -1.619 -3.527 1.238
H -1.825 -2.127 1.415
O -1.802 -2.925 1.989
*
```

***

# C35H27N5O5SV

C35H27N5O5SV as an isolated structure (wB97M-V/def2-TZVPD, the Open Molecules 2025 dataset).

Computed properties:
**Orbital gap (alpha / beta)**: 5.594 / 5.585 eV
**Expectation value of S²**: 0.80

```
! RIJCOSX wB97M-V def2-TZVPD def2/J DEFGRID3
* xyz -2 2
V 0.504 0.965 0.289
O -0.904 0.016 1.137
C -1.261 -1.248 1.255
C -1.695 -1.730 2.502
C -1.982 -3.069 2.680
C -1.832 -3.972 1.635
C -1.424 -3.511 0.393
C -1.187 -2.158 0.181
C -0.728 -1.638 -1.137
N 0.519 -1.408 -1.279
C 1.048 -1.024 -2.581
C 1.264 0.488 -2.692
N 1.775 0.980 -1.427
C 2.911 1.564 -1.399
C 3.630 1.834 -0.171
C 4.755 2.662 -0.177
C 5.556 2.792 0.938
C 5.246 2.037 2.074
C 4.160 1.193 2.102
C 3.289 1.087 0.992
O 2.241 0.326 1.033
H -1.770 -1.017 3.314
H -2.306 -3.420 3.654
H -2.025 -5.027 1.780
H -1.279 -4.212 -0.418
H -1.585 -0.349 -2.436
H 0.414 -1.386 -3.396
H 2.023 -1.509 -2.666
H 0.341 1.015 -2.923
H 1.980 0.691 -3.499
H 3.418 1.805 -2.339
H 4.988 3.208 -1.086
H 6.410 3.457 0.935
H 5.867 2.124 2.959
H 3.909 0.627 2.989
C 2.098 2.222 5.432
C 1.502 1.131 4.812
C 1.042 1.218 3.508
C 1.170 2.409 2.786
C 1.754 3.511 3.421
C 2.215 3.411 4.722
N 0.713 2.485 1.455
N 0.458 3.745 1.071
C -0.144 3.716 -0.125
C -0.532 4.941 -0.731
C -1.227 4.941 -1.908
C -1.573 3.714 -2.512
C -1.167 2.531 -1.929
C -0.415 2.454 -0.736
H 2.458 2.149 6.451
H 1.389 0.195 5.347
H 0.578 0.360 3.044
H 1.845 4.431 2.863
H 2.678 4.276 5.187
H -0.275 5.863 -0.220
H -1.535 5.876 -2.365
H -2.170 3.699 -3.416
H -1.511 1.626 -2.424
O -3.841 -0.724 -2.299
C -3.042 -1.626 -2.137
N -1.676 -1.316 -2.145
S -1.045 -4.161 -3.343
O -0.585 -5.517 -2.925
O -1.474 -4.120 -4.770
C -2.763 -4.147 -2.522
C -3.357 -5.405 -2.466
C -4.638 -5.576 -1.982
C -5.368 -4.476 -1.536
C -4.797 -3.223 -1.592
C -3.492 -3.047 -2.072
H -2.758 -6.243 -2.805
H -5.075 -6.569 -1.948
H -6.372 -4.599 -1.147
H -5.340 -2.348 -1.257
*
```

***

DFT total energy values, unit eV, following the record order: -135958.932 -36474.096 -18715.872 -90945.696.
F_max values, unit eV/A, following the record order: 0.5 3.0 2.3 0.6.
Energy above the lowest of the compared OMol25 structures with the same formula, charge and spin values, unit kcal per mole, following the record order: 17.3 48.3 20.3 0.0.